Record 1
# C44H48CsN6O2PS4

C44H48CsN6O2PS4 as an isolated structure at a distorted geometry (ωB97M-V/def2-TZVPD, the OMol25 dataset).

The geometry in XYZ format:
```
106
Properties=species:S:1:pos:R:3:forces:R:3:mulliken_charge:R:1
Cs -0.092 1.013 0.381 0.29 -1.14 0.03 0.908
C -4.802 0.005 -0.635 0.60 0.64 -0.51 0.069
C -4.846 -0.848 0.621 -1.00 -0.71 0.21 -0.999
S -3.315 -1.157 1.538 0.63 -0.18 0.04 0.064
C -3.593 -0.629 3.281 -0.01 -1.35 -0.61 -0.869
C -4.111 0.764 3.441 -0.65 1.19 0.18 -0.879
S -3.366 1.833 2.181 0.60 0.44 0.83 0.192
C -4.642 3.007 1.671 -0.64 -0.28 2.05 -0.745
C -5.035 2.827 0.234 0.59 0.41 -1.38 -0.701
S -3.954 1.648 -0.570 -0.08 -0.97 -2.11 -0.043
H -5.810 0.210 -1.037 0.29 -0.34 0.33 0.421
H -4.260 -0.557 -1.423 -0.14 0.53 0.30 -0.344
H -5.157 -1.871 0.304 -0.11 0.74 0.19 0.477
H -5.634 -0.460 1.277 0.24 -0.17 0.18 0.435
H -2.620 -0.795 3.746 0.16 0.28 -0.19 0.297
H -4.225 -1.395 3.743 -0.21 0.37 0.03 0.414
H -3.791 1.206 4.385 -0.34 -0.39 0.27 0.469
H -5.217 0.815 3.372 0.63 -0.04 0.01 0.388
H -4.250 4.008 1.884 -0.29 -0.18 -0.10 0.411
H -5.501 2.800 2.348 0.46 0.44 -0.32 0.262
H -4.795 3.740 -0.334 -0.16 -0.16 0.23 0.319
H -6.082 2.645 0.021 -0.19 -0.28 0.28 0.396
O 2.417 -1.697 -0.533 0.19 -0.28 -1.14 -0.210
S 3.342 -1.884 0.565 -0.64 2.18 1.35 0.713
O 4.762 -1.686 0.330 -0.09 -0.36 -0.40 -0.674
N 2.732 -0.902 1.670 -0.28 -1.08 -0.49 -0.024
C 3.182 -0.822 2.942 2.11 0.03 -0.07 0.072
C 4.469 -1.258 3.391 -1.91 0.44 -0.21 -0.763
C 4.850 -1.038 4.712 0.68 0.15 0.71 -0.607
C 4.089 -0.345 5.644 -0.02 0.14 -0.43 -0.986
C 2.840 0.197 5.207 0.27 -0.58 -0.57 1.164
C 1.985 0.948 6.046 0.02 -0.06 0.14 -0.646
C 0.797 1.411 5.562 0.07 -0.38 -0.19 -0.899
C 0.484 1.170 4.213 0.30 -0.29 -0.48 -0.377
N 1.227 0.484 3.360 -0.22 0.31 1.13 0.012
C 2.389 -0.051 3.850 -0.13 0.50 0.86 -0.096
C 3.108 -3.569 1.029 -0.13 -0.41 0.25 0.317
C 1.968 -3.958 1.712 -1.07 0.54 -0.03 -0.326
C 1.571 -5.288 1.758 0.27 0.64 0.45 -0.811
C 2.436 -6.236 1.270 -0.24 -0.27 -0.17 -0.361
C 3.602 -5.870 0.640 0.74 -0.11 0.10 -0.669
C 3.947 -4.532 0.513 0.49 -0.26 -0.29 -0.448
H 5.117 -1.696 2.646 0.17 -0.14 0.23 0.589
H 5.853 -1.375 5.011 -0.45 0.07 -0.06 0.324
H 4.486 -0.150 6.657 -0.45 -0.14 -0.68 0.312
H 2.269 1.130 7.081 0.02 -0.09 -0.13 0.387
H 0.053 1.878 6.184 0.05 0.33 0.18 0.463
H -0.441 1.585 3.832 -0.23 0.02 -0.21 0.665
H 1.342 -3.182 2.149 0.02 -0.07 -0.15 0.396
H 0.630 -5.600 2.194 0.07 0.20 0.18 0.423
H 2.176 -7.262 1.406 -0.02 -0.65 -0.17 0.401
H 4.277 -6.646 0.298 0.02 0.09 -0.11 0.368
H 4.873 -4.233 0.030 -0.18 -0.03 -0.03 0.416
C 4.611 0.600 -2.584 -0.27 -0.62 0.23 -0.708
N 4.111 1.962 -2.826 -0.20 -0.20 -0.06 0.137
C 4.972 3.090 -3.133 -0.27 -0.29 -0.91 -0.954
C 2.846 2.215 -2.556 -0.55 -0.26 1.10 0.358
N 1.752 2.376 -2.182 0.77 -0.22 -0.81 -0.505
H 5.018 0.188 -3.501 0.15 0.06 -0.27 0.330
H 3.734 -0.019 -2.331 0.50 0.15 0.15 0.026
H 5.383 0.471 -1.790 -0.71 0.58 -0.33 0.338
H 5.685 2.804 -3.936 -0.43 0.34 0.49 0.293
H 5.481 3.414 -2.255 0.72 0.19 0.66 0.348
H 4.323 3.917 -3.441 0.33 -0.16 -0.24 0.313
N 0.156 5.709 -0.546 -0.42 1.75 1.36 0.023
C 0.248 4.375 -0.521 -0.51 -0.60 0.46 -0.679
N -0.002 3.840 0.649 -0.27 0.74 0.31 0.029
C -0.279 4.910 1.522 1.20 1.02 -2.21 0.049
C -0.341 4.953 2.902 -0.21 -0.95 -0.04 -0.089
C -0.358 6.166 3.536 -0.31 0.78 -0.65 -0.766
C -0.364 7.364 2.791 0.51 0.33 -1.01 -0.309
C -0.210 7.388 1.385 -0.34 -0.67 0.61 -1.024
C -0.158 6.118 0.766 0.09 0.17 0.38 0.439
H 0.318 6.348 -1.312 0.00 -0.42 0.09 0.220
H 0.480 3.829 -1.408 0.12 -0.32 -0.21 0.595
H -0.351 4.002 3.418 0.07 0.11 0.28 0.359
H -0.362 6.206 4.604 -0.10 0.08 0.49 0.438
H -0.393 8.335 3.289 -0.02 -0.36 0.06 0.346
H -0.135 8.348 0.845 -0.04 -0.72 0.29 0.335
C -0.778 -3.490 -1.688 0.42 0.79 0.19 -1.374
P -1.166 -1.930 -2.605 0.51 0.00 0.74 0.634
C -2.713 -2.282 -3.470 -0.27 -0.56 0.16 0.272
C -2.912 -1.763 -4.744 -1.12 0.16 0.11 -0.529
C -4.128 -1.977 -5.415 0.73 0.03 0.54 -0.594
C -5.126 -2.724 -4.821 0.37 -0.77 0.65 -0.546
C -4.897 -3.303 -3.562 0.00 0.45 -0.35 -0.502
C -3.721 -3.059 -2.870 0.13 -0.06 0.38 -0.412
C 0.016 -2.060 -3.980 -0.10 -0.09 -0.35 -0.144
C -0.073 -3.029 -4.978 -0.77 -0.77 0.03 0.253
C 0.798 -3.026 -6.065 -0.27 0.35 0.73 -0.768
C 1.756 -2.032 -6.172 0.20 1.44 0.70 -0.473
C 1.835 -0.997 -5.196 -0.57 -1.78 0.07 -0.607
C 0.983 -1.077 -4.076 1.01 1.08 -0.16 -0.133
H -1.261 -3.442 -0.719 -0.21 -0.16 0.18 0.435
H 0.308 -3.421 -1.482 -0.43 -0.20 -0.17 0.341
H -1.045 -4.399 -2.210 0.05 -0.22 -0.16 0.475
H -2.164 -1.112 -5.171 0.12 -0.14 -0.23 0.471
H -4.236 -1.582 -6.403 -0.22 0.25 -0.41 0.412
H -6.054 -2.970 -5.309 -0.12 0.18 -0.30 0.390
H -5.650 -3.954 -3.151 -0.17 -0.03 0.22 0.401
H -3.595 -3.470 -1.842 0.03 0.26 -0.96 0.333
H -0.890 -3.797 -4.895 0.97 0.77 -0.23 0.259
H 0.700 -3.766 -6.828 0.03 -0.43 -0.34 0.431
H 2.435 -2.009 -7.017 -0.08 -0.03 0.02 0.358
H 2.585 -0.225 -5.264 0.05 0.09 -0.06 0.471
H 1.095 -0.345 -3.248 -0.19 -0.44 -0.73 0.138
```
Positions in Å, forces in eV/Å.

Output
Energy above the lowest of the compared OMol25 structures with the same formula, charge and spin = 0.0 kJ/mol
HOMO = -6.25 eV
Max |F| = 2.7 eV Å⁻¹
E_LUMO = 0.03 eV
HOMO-LUMO gap = 0.231 Ha

***

Record 2
# C39H34Cl5CuF3N2OSSbSi

C39H34Cl5CuF3N2OSSbSi as an isolated structure (ωB97M-V/def2-TZVPD, the OMol25 dataset).

The geometry in XYZ format:
```
88
Properties=species:S:1:pos:R:3:forces:R:3:lowdin_spin:R:1
Cu -1.847 -0.669 -0.519 0.21 -0.35 -0.60 0.620
C -2.722 6.045 -0.778 -0.19 -0.22 -0.04 0.000
Si -3.579 4.394 -1.149 -0.17 0.30 0.02 0.002
C -5.434 4.549 -0.776 0.28 0.06 -0.03 0.000
C -3.401 4.043 -2.989 0.06 -0.10 0.25 0.004
C -2.932 3.122 0.089 0.01 -0.12 -0.26 0.003
C -3.213 3.306 1.436 0.01 0.07 -0.04 -0.001
C -2.885 2.356 2.401 0.03 0.08 0.08 0.003
C -2.316 1.175 1.972 -0.05 0.02 0.00 0.003
N -2.031 0.972 0.692 -0.30 0.14 0.06 0.047
C -2.280 1.911 -0.248 0.03 0.19 0.26 0.009
S -1.740 1.399 -1.790 0.30 0.05 -0.23 0.083
H -3.139 6.843 -1.397 0.00 0.02 -0.02 0.000
H -1.653 5.979 -0.986 0.02 -0.03 -0.02 0.000
H -2.840 6.335 0.268 -0.01 -0.01 0.03 0.000
H -5.915 5.267 -1.443 0.01 0.03 -0.03 0.000
H -5.615 4.874 0.250 0.00 0.00 0.03 0.000
H -5.926 3.585 -0.908 0.02 -0.03 -0.01 0.000
H -3.920 4.812 -3.568 -0.03 0.08 0.09 0.000
H -3.821 3.072 -3.249 0.00 -0.03 0.00 0.001
H -2.355 4.028 -3.291 0.02 -0.02 -0.01 0.002
H -3.718 4.216 1.749 0.01 0.01 0.04 0.000
H -3.084 2.528 3.450 -0.02 -0.03 0.00 0.000
H -2.072 0.357 2.642 -0.06 -0.05 -0.03 0.000
C -3.245 -2.271 1.335 0.04 0.01 -0.08 0.007
O -1.986 -1.794 1.005 -0.16 -0.15 0.29 0.120
H -3.190 -2.901 2.236 -0.02 0.01 -0.02 0.005
H -3.687 -2.890 0.533 -0.03 0.00 0.05 0.001
H -3.968 -1.460 1.549 -0.03 -0.06 0.01 0.000
F 4.090 -0.873 -6.032 -0.01 0.05 0.11 0.000
C 4.537 -0.319 -4.888 0.27 -0.02 -0.15 0.000
F 4.967 0.920 -5.193 -0.07 -0.07 0.06 0.000
F 5.632 -1.027 -4.527 -0.11 0.06 0.00 0.000
C 3.496 -0.323 -3.810 -0.10 -0.07 -0.04 0.000
C 3.393 0.726 -2.911 -0.01 -0.04 -0.06 0.000
C 2.430 0.628 -1.918 -0.04 0.06 -0.06 0.000
N 1.595 -0.396 -1.810 0.01 0.08 -0.11 0.000
C 1.698 -1.390 -2.683 0.03 0.03 -0.14 0.000
C 2.642 -1.410 -3.699 0.05 0.10 0.09 0.000
H 4.031 1.595 -2.986 0.03 -0.02 0.03 0.000
H 2.320 1.410 -1.173 0.00 0.04 -0.03 0.000
H 0.991 -2.201 -2.577 -0.04 -0.07 0.07 0.000
H 2.708 -2.250 -4.376 -0.03 0.02 -0.04 0.000
Cl -0.311 -3.759 -0.657 0.24 0.01 0.20 0.002
C -1.555 -3.439 -1.816 -0.45 0.30 -0.36 0.007
C -2.101 -2.154 -1.958 -0.16 -0.18 0.30 0.068
C -3.062 -2.047 -2.971 0.31 -0.28 0.12 0.009
Cl -3.874 -0.541 -3.243 -0.19 0.14 0.02 0.002
C -3.440 -3.108 -3.798 -0.04 0.09 0.05 0.003
Cl -4.563 -2.876 -5.087 -0.11 -0.04 -0.07 0.002
C -2.916 -4.373 -3.575 0.07 0.07 0.01 -0.003
Cl -3.433 -5.717 -4.519 -0.02 -0.07 -0.09 -0.001
C -1.965 -4.536 -2.578 0.12 0.03 0.09 0.003
Cl -1.304 -6.106 -2.296 0.02 -0.15 -0.04 0.002
C 5.522 -2.034 -0.153 0.06 0.02 -0.01 0.000
C 5.213 -0.788 0.371 0.01 -0.01 -0.03 0.000
C 3.924 -0.513 0.808 0.05 -0.02 0.06 0.000
C 2.923 -1.481 0.764 -0.19 -0.02 -0.11 -0.001
C 3.256 -2.731 0.243 -0.04 -0.03 0.04 0.000
C 4.538 -3.010 -0.209 0.02 -0.05 -0.01 0.000
Sb 0.812 -1.022 1.143 0.46 0.28 0.53 -0.002
C 0.759 -2.157 2.990 -0.06 0.03 -0.19 0.000
C 0.450 -1.578 4.217 -0.06 -0.03 0.00 0.000
C 0.508 -2.320 5.389 -0.02 -0.02 0.06 0.000
C 0.859 -3.661 5.347 -0.03 -0.02 0.04 0.000
C 1.102 -4.267 4.124 0.02 -0.04 -0.02 0.000
C 1.039 -3.521 2.956 0.00 0.02 0.03 0.000
C 1.386 0.822 2.159 -0.11 -0.15 -0.19 0.000
C 2.261 0.859 3.245 -0.02 0.05 0.01 0.000
C 2.640 2.068 3.810 0.01 -0.05 0.06 0.000
C 2.142 3.262 3.303 -0.02 0.05 -0.02 0.000
C 1.283 3.242 2.215 0.05 0.05 0.02 0.000
C 0.921 2.028 1.643 -0.01 0.00 -0.08 0.000
H 6.517 -2.236 -0.530 0.01 -0.03 0.04 0.000
H 5.977 -0.021 0.433 -0.02 0.01 -0.04 0.000
H 3.702 0.479 1.179 0.02 0.01 0.02 0.000
H 2.497 -3.502 0.163 0.01 -0.03 -0.04 0.000
H 4.767 -3.987 -0.618 -0.02 0.00 -0.01 0.000
H 0.160 -0.535 4.264 0.08 0.02 0.03 0.000
H 0.288 -1.851 6.341 -0.02 0.02 -0.02 0.000
H 0.928 -4.235 6.263 -0.02 -0.01 0.00 0.000
H 1.347 -5.322 4.081 -0.02 0.00 -0.02 0.000
H 1.202 -4.013 2.004 0.10 -0.03 0.03 0.000
H 2.663 -0.067 3.638 0.00 0.01 0.04 0.000
H 3.329 2.079 4.647 -0.01 0.00 0.01 0.000
H 2.430 4.205 3.752 0.00 0.00 0.00 0.000
H 0.894 4.168 1.810 0.01 0.00 -0.02 0.000
H 0.272 2.021 0.773 -0.03 0.03 0.02 0.000
```
Positions in Å, forces in eV/Å.

Output
Energy above the lowest of the compared OMol25 structures with the same formula, charge and spin = 81.6 kJ/mol
Expectation value of S² = 0.75
HOMO (alpha / beta) = -4.88 / -5.06 eV
Max |F| = 0.8 eV Å⁻¹
Spin multiplicity = 2
E_LUMO (alpha / beta) = 2.39 / 2.37 eV
Total charge = -1
HOMO-LUMO gap (alpha / beta) = 0.267 / 0.273 Ha